[1]
A molecular structure, C15H8Cl2O2SeV. Source: OMol25; level of theory: wB97M-V/def2-TZVPD.

Computed properties:
Total charge ... -1
Molar mass ... 421.04 g/mol
Electronic energy ... -4992.7053 a.u.
Relative energy (zero: lowest compared OMol25 entry of this formula, charge and spin) ... 6.0 kcal/mol

Geometry (Å):
V -1.664824 0.845031 -0.275183
Cl -4.356024 -3.467069 4.314117
C -3.633424 -2.165069 3.425117
C -3.027724 -1.129069 4.138417
C -2.420824 -0.120169 3.423417
Cl -1.653924 1.189931 4.259817
C -2.354624 -0.090269 2.014517
O -1.712224 0.855231 1.420817
C -3.023024 -1.159269 1.300317
C -3.037624 -1.272569 -0.107383
O -2.463424 -0.500269 -0.943183
C -3.652324 -2.180669 2.059217
H -3.021024 -1.123769 5.215517
H -3.596524 -2.115969 -0.533183
H -4.130024 -2.997269 1.538517
Se -2.639124 2.704131 -1.113983
C 0.113876 0.996831 -0.995083
C 1.237376 0.990231 -1.475583
C 2.557076 0.989031 -1.974883
C 3.599176 1.490631 -1.185983
C 4.898376 1.480131 -1.647583
C 5.194876 0.971631 -2.903483
C 4.170576 0.468731 -3.691783
C 2.866376 0.474731 -3.239383
H 3.363576 1.884031 -0.208583
H 5.695176 1.867031 -1.026383
H 6.215876 0.966831 -3.263483
H 4.402776 0.065831 -4.669083
H 2.071576 0.081431 -3.855583

Forces on the atoms, in the same order (eV/Å):
-0.47 4.61 -3.35
-0.19 -0.25 0.18
0.01 0.08 -0.66
0.31 0.49 -0.08
-0.09 -0.13 0.12
0.02 0.01 0.17
-1.34 -1.96 1.29
0.72 0.61 2.05
0.52 0.28 -0.06
-1.60 -2.30 1.22
0.09 -0.75 -1.38
-0.01 -0.03 0.41
0.00 0.04 0.08
0.12 0.31 0.09
-0.03 -0.06 -0.05
0.55 -0.80 0.39
1.64 -0.14 -0.63
-0.98 -0.04 0.43
0.58 -0.02 -0.16
-0.13 -0.01 -0.02
0.26 0.02 -0.03
0.03 -0.01 -0.01
0.22 -0.02 -0.14
-0.12 0.05 0.11
-0.02 0.03 0.07
0.02 0.04 0.05
0.00 -0.01 -0.01
-0.05 -0.02 -0.05
-0.08 -0.02 -0.01

***

[2]
A molecular structure, C15H8MnN3O5. Source: OMol25; level of theory: wB97M-V/def2-TZVPD.

Computed properties:
Total charge ... +2
Spin multiplicity ... 5
Molar mass ... 365.18 g/mol
Electronic energy ... -2267.0503 a.u.
Relative energy (zero: lowest compared OMol25 entry of this formula, charge and spin) ... 25.0 kcal/mol

Geometry (Å):
O 0.234857 -0.290036 -7.230729
C -0.060757 -0.286261 -6.131401
Mn -0.302989 -0.296014 -3.241132
O 2.311857 -0.226291 -4.601421
C 1.273681 -0.254903 -4.066860
C -2.169975 -0.283486 -2.975128
O -2.991587 -0.243778 -2.086143
C -0.403891 -2.113930 -3.278826
O -0.512052 -3.266860 -3.451721
C -0.365948 1.518383 -3.193901
O -0.469280 2.677563 -3.306677
H -2.050250 -0.262696 -4.104133
N -0.924445 1.370978 7.407987
C -0.675633 1.112185 6.291866
C -0.349538 0.796012 4.934899
C -1.183275 1.221251 3.874394
C -0.871657 0.907725 2.544803
C 0.286538 0.189626 2.240885
C 1.120890 -0.230252 3.281800
C 0.815870 0.071932 4.618363
N 0.555237 -0.155910 0.890015
C 1.674638 -0.819342 0.406193
C 1.552253 -0.936053 -0.923606
N 0.341498 -0.351544 -1.328474
C -0.235029 0.115326 -0.195049
H -2.106658 1.804795 4.011090
H -1.553553 1.210775 1.738072
H 2.002212 -0.823935 3.038485
H 1.506547 -0.270329 5.394987
H 2.457833 -1.105601 1.106781
H 2.267523 -1.418256 -1.594546
H -1.174921 0.638923 -0.070865

Forces on the atoms, in the same order (eV/Å):
-0.71 0.01 2.80
0.09 -0.02 -3.46
0.12 -0.15 2.91
-4.64 -0.11 2.60
8.95 0.18 -3.93
-4.50 0.31 2.95
2.83 -0.21 -3.74
-0.80 -9.38 -1.87
0.64 5.73 1.24
-0.80 9.34 -1.40
0.66 -5.59 0.92
-2.23 -0.02 0.13
0.58 -0.64 -2.75
-0.56 0.64 2.79
0.13 -0.02 -1.18
-0.14 -0.02 -0.62
-0.05 0.05 0.22
-0.55 0.18 1.42
-0.06 -0.01 -0.10
0.02 -0.05 -0.49
-0.47 0.05 -2.24
0.20 0.22 1.33
0.06 -0.17 -0.53
0.30 0.09 1.65
1.16 -0.49 0.96
0.62 -0.39 0.40
0.27 0.03 0.69
-0.18 0.22 0.40
-0.41 0.18 -0.21
-0.22 -0.04 -0.61
-0.47 0.30 0.16
0.18 -0.20 -0.44

***

[3]
A molecular structure, C15H9F3I2N3Se2Ta. Source: OMol25; level of theory: wB97M-V/def2-TZVPD.

Computed properties:
Total charge ... +2
Molar mass ... 880.93 g/mol
Electronic energy ... -6495.5275 a.u.

Geometry (Å):
Ta -0.660614 0.060692 0.650215
I -0.839267 -1.159422 -2.037724
C 0.199889 -2.883400 -1.378402
I 0.852495 -2.443707 0.589644
H 1.061724 -3.091320 -2.002198
H -0.490854 -3.717840 -1.329640
F 3.894301 2.703566 8.576452
C 4.543497 2.605095 7.414732
F 5.538765 1.720766 7.560435
F 5.088831 3.796942 7.134263
C 3.623693 2.174327 6.289402
C 2.279626 1.925537 6.531679
C 1.464252 1.533678 5.487890
C 2.006904 1.401431 4.200362
C 3.370792 1.657413 3.966442
C 4.174311 2.039925 5.016345
C 1.179692 1.001792 3.137709
C 0.453637 0.650842 2.203378
H 1.879988 2.037257 7.529143
H 0.416314 1.327219 5.656050
H 3.776729 1.554111 2.969625
H 5.225888 2.239221 4.859783
Se -3.393585 2.009794 -3.225901
N -3.251518 3.634983 -2.572325
C -2.455973 3.570752 -1.521098
C -2.083647 4.686624 -0.724513
C -1.238921 4.449439 0.316875
C -0.791384 3.140478 0.588355
N -1.112825 2.050470 -0.110798
C -1.945904 2.267934 -1.206241
N -2.315540 1.293197 -2.000468
H -2.467696 5.670305 -0.960821
H -0.899995 5.241669 0.968062
H -0.143484 2.981837 1.438224
Se -2.612970 -0.491780 1.602006

Forces on the atoms, in the same order (eV/Å):
-0.66 -0.21 -0.08
-0.05 0.04 -0.14
0.04 -0.16 -0.06
0.13 0.09 0.23
0.00 0.02 0.00
0.02 0.00 -0.02
0.06 0.00 -0.07
0.02 0.01 0.03
-0.05 0.06 0.00
-0.03 -0.08 0.03
0.01 0.01 0.01
0.01 0.00 -0.01
0.02 0.00 0.02
-0.01 0.01 -0.02
-0.01 0.03 0.03
-0.01 0.01 0.00
0.08 -0.08 0.02
0.26 -0.04 0.21
0.00 -0.01 0.00
-0.01 0.00 -0.01
0.00 -0.01 0.00
0.00 0.00 0.00
0.07 0.23 0.14
-0.09 -0.29 -0.18
0.02 0.15 0.05
0.04 -0.06 0.03
0.00 -0.04 -0.03
0.07 -0.07 0.01
-0.12 0.58 -0.26
0.12 -0.14 0.17
-0.08 -0.04 -0.08
0.00 0.01 0.00
-0.01 0.01 -0.01
0.00 -0.04 0.02
0.17 0.01 -0.05

***

[4]
A molecular structure, C16H10Cl6Tm. Source: OMol25; level of theory: wB97M-V/def2-TZVPD.

Computed properties:
Total charge ... -1
Spin multiplicity ... 3
Molar mass ... 583.91 g/mol
Electronic energy ... -4462.1808 a.u.

Geometry (Å):
C -1.331490 0.673958 -2.131643
C -1.506196 -0.684117 -2.589875
C -0.197935 -1.269015 -2.730355
H -2.476477 -1.174357 -2.766057
C 0.795519 -0.294074 -2.323261
C 0.090443 0.916079 -1.972918
H 0.537896 1.833934 -1.583501
H -2.128152 1.386290 -1.897906
H 0.015110 -2.300521 -3.049704
H 1.882638 -0.452344 -2.244743
Tm -0.540291 -0.666322 -0.278122
Cl -2.625953 0.085530 0.674682
C -0.585525 -2.327628 1.549185
C 0.709987 -2.496303 0.924428
C 0.511352 -3.098304 -0.377490
H 1.671819 -2.184649 1.348502
C -0.904076 -3.292347 -0.564976
C -1.587412 -2.810159 0.612468
H -2.677305 -2.759804 0.751209
H -0.785901 -1.788881 2.489948
H 1.309691 -3.325839 -1.101335
H -1.398412 -3.694874 -1.462258
Cl -1.839412 2.916517 0.186562
C -0.365978 2.548585 0.985693
C 0.343977 1.376237 0.894337
C 1.622360 1.292965 1.399843
Cl 2.690186 -0.057036 1.060375
C 2.170548 2.353362 2.158252
Cl 3.729120 2.259257 2.817680
C 1.410199 3.524652 2.337710
Cl 2.031524 4.805931 3.236753
C 0.143991 3.629458 1.745787
Cl -0.715848 5.073822 1.900731

Forces on the atoms, in the same order (eV/Å):
1.06 -0.02 -1.20
0.98 0.69 -0.20
0.10 0.92 -0.08
0.71 0.27 0.12
-1.10 0.09 -0.63
-0.79 -0.19 -1.28
-0.23 -0.45 -0.37
0.50 -0.52 -0.18
-0.16 0.73 0.28
-0.73 0.07 -0.11
0.48 -0.66 0.96
-1.80 -0.13 0.71
0.20 -0.78 -0.73
-0.89 -0.91 -0.09
-0.53 0.35 0.99
-0.79 -0.50 -0.23
0.19 0.36 1.17
1.19 -0.48 0.08
0.81 -0.05 -0.08
0.12 -0.52 -0.59
-0.57 0.15 0.48
0.36 0.27 0.58
-0.36 0.20 -0.45
1.20 1.42 1.46
0.00 -1.64 -0.95
0.00 1.89 0.95
0.00 0.28 -0.13
-1.13 -0.10 -0.70
0.88 -0.02 0.40
-0.44 -1.41 -0.73
0.50 0.90 0.67
0.75 -1.24 -0.36
-0.48 1.01 0.23